[1]
Here is one molecule with the formula C8H10N4S at a distorted geometry from OMol25. Energies are from ωB97M-V with the def2-TZVPD basis set.

Calculated values
Charge: 0
Energy above the lowest of the compared OMol25 structures with the same formula, charge and spin (eV): 3.943
Kohn-Sham gap (eV): 7.09

Last column: Löwdin charge in e.
Element x y z (Å)
C: 1.778 -1.319 0.205  -0.070
C: 1.975 0.091 0.106  -0.177
C: -0.445 0.296 -0.024  -0.216
C: -0.576 -1.089 0.024  0.037
C: 0.828 0.919 -0.087  -0.158
C: -2.784 -1.084 0.410  -0.214
C: -2.854 0.246 0.128  -0.893
C: 3.350 0.735 0.121  -0.034
N: -1.652 0.970 0.082  0.019
N: 0.590 -1.800 0.063  0.037
N: 0.936 2.299 -0.470  0.134
N: -3.403 -2.083 -0.171  0.047
S: -4.330 1.057 0.205  0.499
H: 2.697 -1.863 0.159  0.121
H: 3.396 1.407 0.865  0.029
H: 4.092 -0.168 0.286  0.124
H: 3.481 1.164 -0.847  0.075
H: -1.676 2.010 -0.136  0.147
H: 0.485 -2.699 0.436  0.136
H: 1.513 2.839 0.183  0.107
H: 0.189 2.856 -0.667  0.037
H: -3.806 -2.829 0.301  0.064
H: -3.783 -1.955 -1.171  0.148

---

[2]
Here is C11H24F3InO8P as an isolated structure at a distorted geometry from OMol25. Energies are from ωB97M-V with the def2-TZVPD basis set.

Calculated values
Charge: -1
Energy above the lowest of the compared OMol25 structures with the same formula, charge and spin (eV): 0.548
Kohn-Sham gap (eV): 6.82

Last column: Löwdin charge in e.
Element x y z (Å)
C: -1.140 -0.556 0.960  -0.089
C: -1.116 -1.393 -0.325  -0.197
C: -0.140 -0.883 -1.401  -0.273
O: 0.356 0.389 -1.123  -0.265
C: 1.654 0.593 -1.678  -0.297
In: 3.321 -0.424 -0.552  0.599
C: 5.231 0.433 -1.334  -0.218
C: 6.330 0.608 -0.318  -0.366
O: 7.494 -0.062 -0.831  -0.033
C: 6.730 2.072 -0.100  -0.671
F: 8.011 2.150 0.286  0.122
F: 6.634 2.810 -1.165  0.177
F: 6.051 2.638 0.870  0.164
P: 3.345 -2.916 -1.210  0.339
O: 3.322 -3.069 -2.657  -0.375
O: 2.062 -3.768 -0.611  -0.244
O: 4.662 -3.725 -0.605  -0.243
H: -1.203 -1.237 1.798  0.058
H: -2.028 0.057 0.973  0.055
H: -0.247 0.028 1.108  0.062
H: -0.819 -2.401 -0.082  0.088
H: -2.101 -1.407 -0.761  0.084
H: 0.683 -1.585 -1.507  0.072
H: -0.646 -0.891 -2.368  0.114
H: 1.843 1.658 -1.658  0.033
H: 1.708 0.275 -2.720  0.043
H: 3.072 -0.181 1.193  -0.102
H: 5.590 -0.238 -2.094  0.045
H: 4.984 1.349 -1.844  0.034
H: 6.118 0.147 0.636  0.122
H: 7.990 -0.438 -0.095  0.089
H: 1.877 -3.523 0.307  0.041
H: 4.637 -3.558 0.350  0.032
C: -6.572 1.937 3.439  -0.067
C: -6.941 0.592 2.850  -0.217
O: -7.279 0.699 1.461  0.032
C: -6.236 0.788 0.628  -0.608
O: -5.075 0.770 0.941  0.127
O: -6.707 0.909 -0.615  0.003
C: -5.691 1.079 -1.609  -0.034
H: -7.366 2.664 3.255  0.080
H: -6.413 1.852 4.514  0.078
H: -5.660 2.325 2.987  0.076
H: -7.833 0.202 3.339  0.119
H: -6.143 -0.137 2.988  0.124
H: -4.941 0.295 -1.541  0.094
H: -5.222 2.055 -1.503  0.100
H: -6.185 1.021 -2.575  0.091

---

[3]
Here is a 2-piece molecular cluster, C5H12F2N3O overall at a distorted geometry from OMol25. Energies are from ωB97M-V with the def2-TZVPD basis set.

Calculated values
Charge: +1
Kohn-Sham gap (alpha / beta) (eV): 8.32 / 6.13
Spin multiplicity: 3

Last column: Löwdin charge in e.
Element x y z (Å)
C: 1.536 0.089 -0.537  -0.379
C: 2.879 -0.108 -1.036  0.023
C: -0.099 -0.079 1.253  -0.135
C: 0.955 -0.987 0.468  -0.247
C: -3.550 0.177 -1.285  -0.268
N: -1.091 1.953 0.547  0.106
N: -0.835 0.738 0.413  -0.057
N: 1.966 -1.645 1.205  0.059
O: 0.855 0.953 -0.932  0.206
F: -3.381 1.444 -0.921  0.029
F: -3.012 -0.695 -0.393  0.000
H: 2.830 -0.959 -1.890  0.184
H: 3.385 0.728 -1.502  0.100
H: 3.432 -0.461 -0.168  0.077
H: 0.375 0.406 2.229  0.183
H: -0.898 -0.695 1.691  0.129
H: 0.527 -1.704 -0.158  0.144
H: -4.676 -0.070 -1.277  0.156
H: -0.814 2.450 1.458  0.187
H: -1.802 2.299 -0.119  0.133
H: 1.890 -2.625 1.466  0.111
H: 2.711 -1.143 1.756  0.136
H: -3.182 -0.065 -2.268  0.123

---

[4]
Here is C20H44BrNO9P2Si2 as an isolated structure at a distorted geometry from OMol25. Energies are from ωB97M-V with the def2-TZVPD basis set.

Calculated values
Charge: 0
Energy above the lowest of the compared OMol25 structures with the same formula, charge and spin (eV): 11.440
Kohn-Sham gap (eV): 7.23

Last column: Löwdin charge in e.
Element x y z (Å)
Br: -10.892 0.864 5.583  0.513
C: -10.630 -1.140 5.501  -0.587
C: -9.939 -1.760 6.857  -0.328
C: -8.484 -1.046 7.237  -0.338
Si: -7.103 -2.299 6.740  0.534
O: -5.468 -1.766 7.236  -0.473
Si: -4.782 -1.114 5.746  0.517
C: -4.278 -2.491 4.487  -0.262
C: -3.995 -4.060 4.816  -0.052
C: -3.571 -5.056 3.634  -0.129
N: -3.320 -4.835 2.183  0.001
C: -3.599 -3.394 1.932  -0.138
C: -4.072 -2.206 2.898  -0.071
H: -11.708 -1.617 5.321  0.083
H: -9.959 -1.427 4.578  0.080
H: -10.639 -1.554 7.790  0.114
H: -9.805 -2.940 6.762  0.102
H: -8.288 -0.053 6.634  0.064
H: -8.479 -0.826 8.389  0.091
H: -7.423 -3.638 7.220  -0.033
H: -7.092 -2.356 5.261  -0.025
H: -3.609 -0.303 6.051  -0.037
H: -5.782 -0.239 5.112  -0.025
H: -4.132 -4.459 5.916  0.098
H: -3.421 -6.195 3.967  0.106
H: -3.440 -3.079 0.789  0.115
H: -4.266 -1.126 2.466  0.103
O: 1.831 -2.664 1.204  -0.245
P: 1.034 -2.146 -0.018  0.746
O: 2.037 -0.853 -0.310  -0.224
C: 3.436 -1.042 -0.435  -0.298
C: 3.835 -1.155 -1.892  -0.076
O: -0.105 -1.323 0.874  -0.228
C: -0.480 -1.802 2.157  -0.312
C: 0.290 -1.063 3.239  -0.070
O: 0.143 -1.567 -1.384  -0.205
C: 0.532 -1.944 -2.690  -0.309
C: 0.803 -3.427 -2.834  -0.089
H: 3.785 -1.918 0.117  0.104
H: 3.919 -0.163 0.002  0.112
H: 3.457 -2.085 -2.324  0.062
H: 4.923 -1.152 -2.001  0.084
H: 3.421 -0.327 -2.477  0.061
H: -0.338 -2.886 2.228  0.105
H: -1.551 -1.615 2.283  0.079
H: 1.367 -1.062 3.052  0.071
H: 0.108 -1.511 4.220  0.077
H: -0.019 -0.013 3.272  0.077
H: 1.389 -1.347 -2.999  0.093
H: -0.291 -1.669 -3.359  0.124
H: 1.608 -3.756 -2.169  0.063
H: 1.091 -3.663 -3.863  0.086
H: -0.088 -4.009 -2.576  0.086
O: 6.073 2.725 -4.034  -0.248
P: 5.172 3.575 -4.963  0.743
O: 5.977 5.002 -4.682  -0.223
C: 7.383 5.077 -4.836  -0.302
C: 7.747 5.619 -6.204  -0.086
O: 3.960 3.800 -3.845  -0.226
C: 3.697 2.798 -2.875  -0.306
C: 4.393 3.138 -1.567  -0.066
O: 4.165 4.525 -6.002  -0.202
C: 4.560 4.764 -7.339  -0.308
C: 5.029 3.520 -8.061  -0.090
H: 7.868 4.111 -4.675  0.103
H: 7.755 5.764 -4.068  0.120
H: 7.487 4.898 -6.983  0.060
H: 8.820 5.817 -6.273  0.079
H: 7.204 6.546 -6.415  0.080
H: 3.990 1.809 -3.243  0.085
H: 2.615 2.767 -2.712  0.119
H: 5.452 3.364 -1.709  0.073
H: 4.306 2.312 -0.855  0.066
H: 3.942 4.031 -1.121  0.080
H: 5.316 5.549 -7.358  0.093
H: 3.686 5.168 -7.860  0.125
H: 5.893 3.066 -7.565  0.063
H: 5.313 3.762 -9.090  0.086
H: 4.236 2.765 -8.084  0.085

---

[5]
Here is a 2-piece molecular cluster, C4H8Cl2Si overall at a distorted geometry from OMol25. Energies are from ωB97M-V with the def2-TZVPD basis set.

Calculated values
Charge: 0
Energy above the lowest of the compared OMol25 structures with the same formula, charge and spin (eV): 2.168
Kohn-Sham gap (eV): 8.16

Last column: Löwdin charge in e.
Element x y z (Å)
C: -1.302 0.536 1.521  0.039
C: -0.926 -0.015 0.362  -0.502
C: -1.552 0.406 -0.937  -0.073
C: 0.090 -1.039 0.309  -0.100
Si: 2.429 -0.089 -0.578  -0.187
Cl: 3.834 -1.353 0.108  0.246
Cl: 2.668 1.747 0.202  0.250
H: -0.853 0.245 2.455  0.057
H: -2.081 1.276 1.574  0.057
H: -0.913 1.139 -1.429  0.078
H: -1.668 -0.443 -1.605  0.075
H: -2.526 0.859 -0.769  0.075
H: 0.423 -1.422 1.259  0.041
H: -0.033 -1.797 -0.449  0.038
H: 2.411 -0.049 -2.023  -0.095

---

[6]
Here is a 2-piece molecular cluster, C5H10N3OS overall at a distorted geometry from OMol25. Energies are from ωB97M-V with the def2-TZVPD basis set.

Calculated values
Charge: +1
Energy above the lowest of the compared OMol25 structures with the same formula, charge and spin (eV): 1.774
Kohn-Sham gap (eV): 9.64

Last column: Löwdin charge in e.
Element x y z (Å)
C: 4.151 -1.043 -0.274  -0.013
C: 2.785 -0.844 -0.312  -0.010
C: 3.776 1.042 0.080  -0.076
C: -4.465 -0.337 0.318  -0.064
C: -1.268 0.497 -0.083  -0.615
N: 4.712 0.147 0.033  0.128
N: 2.581 0.507 -0.182  0.079
N: -2.539 0.745 -0.458  -0.046
O: -3.371 -0.353 -0.548  -0.134
S: -0.223 1.707 -0.106  0.761
H: 4.655 -1.913 -0.405  0.103
H: 1.877 -1.362 -0.450  0.121
H: 3.849 2.036 0.293  0.137
H: -4.699 -1.331 0.713  0.109
H: -5.311 -0.073 -0.163  0.054
H: -4.357 0.300 1.125  0.076
H: -1.016 -0.435 0.314  0.071
H: 5.653 0.377 0.258  0.184
H: -2.890 1.426 -1.094  0.154
H: 1.547 0.798 -0.135  -0.016

---

Respective calculated total energy values: -25249.6975; -50793.5532; -17320.0394; -145739.0486; -37200.7556; -22691.0814 eV.